(1)
{
  "formula": "C9H14",
  "method": "ωB97M-V/def2-TZVPD",
  "gap_ev": 10.09,
  "charge": 0,
  "multiplicity": 1,
  "homo_ev": -9.02,
  "symbols": ["C", "C", "C", "C", "C", "C", "C", "H", "H", "H", "H", "H", "H", "H", "H", "C", "C", "H", "H", "H", "H", "H", "H"],
  "coordinates": [[0.82144, -3.93764, -0.45549], [0.73693, -2.42514, -0.45997], [-0.10162, -1.77622, 0.43993], [-0.15252, -0.38823, 0.45593], [0.53807, 0.32823, -0.51298], [1.34643, -0.31825, -1.42235], [1.40776, -1.71560, -1.44491], [1.05394, -4.30371, -1.45663], [-0.13888, -4.37205, -0.17691], [1.61470, -4.30588, 0.19673], [-0.60691, -2.33985, 1.21479], [-0.65076, 0.12443, 1.26804], [0.51446, 1.40083, -0.42973], [2.05105, 0.24493, -2.02479], [1.99177, -2.17973, -2.22843], [-1.31349, 3.25851, 0.13292], [-1.24565, 3.14650, 1.63023], [-1.32845, 4.29926, -0.23847], [-0.49645, 2.97151, -0.51885], [-2.27491, 2.87685, -0.21197], [-1.74148, 3.97070, 2.15485], [-0.24372, 3.14672, 2.05311], [-1.78171, 2.29383, 2.03495]],
  "nbo_charge": [-0.626, -0.018, -0.223, -0.186, -0.232, -0.202, -0.210, 0.213, 0.215, 0.219, 0.208, 0.211, 0.209, 0.210, 0.209, -0.628, -0.622, 0.206, 0.211, 0.212, 0.211, 0.209, 0.205]
}

(2)
{
  "formula": "C7H23BrN7O4",
  "method": "ωB97M-V/def2-TZVPD",
  "gap_ev": 6.30,
  "charge": -1,
  "multiplicity": 1,
  "homo_ev": -3.49,
  "symbols": ["Br", "C", "C", "C", "O", "C", "N", "H", "H", "H", "H", "H", "H", "H", "H", "H", "H", "H", "C", "O", "N", "N", "H", "H", "H", "H", "C", "O", "N", "N", "H", "H", "H", "H", "C", "O", "N", "N", "H", "H", "H", "H"],
  "coordinates": [[1.34882, -0.16121, -0.21398], [-1.68117, -0.98825, 1.23728], [-1.09305, 0.39148, 0.96266], [-2.10153, 1.69048, 1.35906], [-1.46824, 3.01454, 1.06800], [-2.45542, 4.03782, 0.72007], [0.10203, 0.36464, 1.70850], [-0.87199, -1.71714, 1.19198], [-2.42851, -1.23329, 0.48261], [-2.18780, -1.03716, 2.20114], [-0.83061, 0.61624, -0.07112], [-2.35122, 1.56180, 2.41224], [-3.02185, 1.64254, 0.77698], [-2.05394, 4.95077, 1.15988], [-3.43962, 3.87774, 1.16036], [-2.48950, 4.30047, -0.33727], [0.77017, -0.30618, 1.35680], [0.46525, 1.25818, 1.40893], [2.21418, 2.63299, 0.96262], [2.44201, 3.66601, 1.56659], [3.16039, 1.84279, 0.55626], [1.09944, 2.33182, 0.41932], [4.01776, 2.19891, 0.95398], [2.91759, 1.00933, 0.04003], [1.01764, 1.46219, -0.08779], [0.21162, 2.73483, 0.68287], [1.18588, -1.76400, -2.83490], [2.37694, -1.67954, -2.76140], [0.51132, -2.27329, -3.78780], [0.38457, -1.22349, -1.95982], [1.00192, -2.94628, -4.35919], [-0.49822, -2.24392, -3.77974], [-0.61793, -1.27217, -2.07269], [0.77795, -0.73669, -1.16712], [0.99349, -3.22624, 0.00449], [2.11030, -3.04001, 0.48588], [0.29816, -4.31385, 0.08393], [0.24535, -2.30367, -0.51185], [-0.63459, -4.28879, -0.30265], [0.69787, -5.10186, 0.57318], [-0.75838, -2.34377, -0.61681], [0.63310, -1.38484, -0.67152]],
  "nbo_charge": [-0.105, -0.631, -0.068, -0.059, -0.581, -0.252, -0.912, 0.245, 0.168, 0.210, 0.143, 0.174, 0.156, 0.192, 0.174, 0.178, 0.348, 0.370, 0.751, -0.734, -0.858, -0.879, 0.395, 0.392, 0.326, 0.417, 0.720, -0.686, -0.832, -0.778, 0.382, 0.371, 0.326, 0.165, 0.720, -0.711, -0.843, -0.787, 0.371, 0.389, 0.349, 0.285]
}

(3)
{
  "formula": "C5H8N",
  "method": "ωB97M-V/def2-TZVPD",
  "gap_ev": 7.73,
  "charge": 1,
  "multiplicity": 1,
  "homo_ev": -14.54,
  "symbols": ["C", "C", "C", "C", "C", "N", "H", "H", "H", "H", "H", "H", "H", "H"],
  "coordinates": [[1.08234, 0.96211, 0.21875], [-0.14359, 0.96395, -0.03860], [2.78615, -0.74130, 0.08224], [-2.05799, -0.56978, 0.17995], [-1.44594, 0.69564, -0.52971], [2.09131, 0.16591, -0.41869], [1.38105, 1.66407, 0.91132], [2.88562, -1.14727, 1.07280], [3.38909, -1.22357, -0.64033], [-2.98118, -0.94346, -0.33719], [-2.30035, -0.37879, 1.30769], [-1.40228, -1.42863, 0.25740], [-2.14512, 1.56753, -0.37337], [-1.13912, 0.41358, -1.69227]],
  "nbo_charge": [-0.187, 0.571, 0.054, -0.617, -0.584, -0.373, 0.314, 0.192, 0.208, 0.258, 0.244, 0.233, 0.343, 0.344]
}

(4)
{
  "formula": "C2H3N3O",
  "method": "ωB97M-V/def2-TZVPD",
  "gap_ev": 10.31,
  "charge": 0,
  "multiplicity": 1,
  "homo_ev": -9.52,
  "symbols": ["O", "C", "C", "N", "N", "N", "H", "H", "H"],
  "coordinates": [[1.24936, 1.54136, 0.66858], [0.38096, 0.51229, 0.35457], [0.84770, -0.67834, -0.35849], [-0.33577, -1.27651, -0.64909], [-1.34361, -0.50255, -0.46303], [-1.03463, 0.57070, 0.29549], [0.75738, 2.21124, 0.98114], [1.76883, -1.11522, -0.53769], [-2.29022, -1.26296, -0.29148]],
  "nbo_charge": [-0.644, 0.397, -0.152, -0.231, -0.158, -0.345, 0.480, 0.227, 0.425]
}

(5)
{
  "formula": "C20H58F6O9P",
  "method": "ωB97M-V/def2-TZVPD",
  "gap_ev": [8.83, 2.26],
  "charge": 0,
  "multiplicity": 2,
  "homo_ev": [-9.28, -9.28],
  "symbols": ["P", "F", "F", "F", "F", "F", "F", "C", "O", "H", "H", "H", "H", "C", "O", "H", "H", "H", "H", "C", "C", "C", "O", "H", "H", "H", "H", "H", "H", "H", "H", "C", "C", "C", "O", "H", "H", "H", "H", "H", "H", "H", "H", "C", "C", "C", "O", "H", "H", "H", "H", "H", "H", "H", "H", "C", "C", "C", "O", "H", "H", "H", "H", "H", "H", "H", "H", "C", "C", "C", "O", "H", "H", "H", "H", "H", "H", "H", "H", "C", "C", "C", "O", "H", "H", "H", "H", "H", "H", "H", "H", "O", "H", "H"],
  "coordinates": [[-0.60614, -0.56635, -0.63516], [-2.05389, -1.14486, -1.16567], [-1.39859, 0.10916, 0.59490], [-0.52337, -2.02352, 0.21994], [0.90679, -0.09393, -0.13677], [0.06003, -1.37511, -1.83126], [-0.91061, 0.84428, -1.46790], [-3.82093, 1.25997, -2.85367], [-4.10265, 0.02143, -2.30173], [-4.52957, 1.56352, -3.62426], [-3.81413, 2.06811, -2.12226], [-2.86095, 1.19969, -3.36640], [-3.29217, -0.42960, -2.05420], [-2.49033, -4.03504, 2.16556], [-3.18345, -3.41859, 1.03395], [-2.58006, -3.52462, 3.12448], [-2.82300, -5.06800, 2.26767], [-1.44314, -3.95996, 1.87256], [-2.69387, -2.60682, 0.88250], [2.78264, -0.27882, -5.80325], [1.25724, -0.11200, -5.58611], [0.91970, 0.82795, -4.39682], [0.64054, 0.40673, -6.68950], [3.05991, -0.51231, -6.83120], [3.16435, -1.14628, -5.26481], [3.38324, 0.57216, -5.48195], [0.93040, -1.13310, -5.38954], [1.46954, 0.50580, -3.51252], [-0.10057, 0.95149, -4.03367], [1.21526, 1.86687, -4.54304], [0.51809, 1.33503, -6.47772], [0.26609, 2.94889, 2.57700], [-0.98721, 2.30509, 3.16870], [-1.03343, 2.60979, 4.69235], [-2.02792, 2.90966, 2.52452], [1.09622, 2.83436, 3.27403], [0.20272, 4.03585, 2.62799], [0.58384, 2.68522, 1.56822], [-1.10323, 1.23178, 3.01817], [-0.13257, 2.31162, 5.22869], [-1.93439, 2.22987, 5.17405], [-1.01164, 3.68731, 4.85538], [-2.16080, 2.40379, 1.71950], [-4.59860, -0.17804, 2.20216], [-5.67758, 0.78686, 2.89004], [-5.03233, 2.10961, 3.31735], [-6.58252, 1.17635, 1.95262], [-3.94937, -0.66487, 2.92989], [-3.87614, 0.31958, 1.55521], [-5.20061, -0.93625, 1.70138], [-6.18708, 0.35273, 3.75030], [-4.19752, 2.11314, 4.01820], [-5.76413, 2.77715, 3.77226], [-4.66501, 2.68063, 2.46463], [-6.39949, 0.69060, 1.14507], [1.84589, -1.50354, 4.46527], [1.72562, -1.51172, 2.97260], [2.88851, -0.65942, 2.31999], [1.90773, -2.90569, 2.64996], [2.87767, -1.79405, 4.66317], [1.21930, -2.24408, 4.96236], [1.62855, -0.57642, 4.99565], [0.74675, -1.06776, 2.79145], [2.96623, -0.61200, 1.23380], [3.83025, -0.95801, 2.78050], [2.65688, 0.37373, 2.57893], [2.31226, -2.87740, 1.77982], [3.50610, -4.81466, -1.66311], [2.37558, -3.87580, -2.01117], [1.49586, -4.31167, -3.16931], [1.44335, -3.93683, -0.91337], [4.02469, -4.29407, -0.85803], [4.23079, -5.05753, -2.44023], [3.16169, -5.72607, -1.17442], [2.72521, -2.87284, -2.25597], [2.08119, -4.73370, -3.98624], [0.90264, -3.43497, -3.42929], [0.83953, -5.17354, -3.04882], [0.86734, -3.17801, -1.03176], [3.16611, 3.04365, -1.81665], [4.03568, 2.22964, -0.80148], [3.76491, 2.67779, 0.69130], [3.60573, 0.89153, -0.93288], [3.69191, 3.18386, -2.76109], [3.04078, 4.09333, -1.55104], [2.19198, 2.59056, -2.00071], [5.09939, 2.33535, -1.01469], [4.17832, 3.68250, 0.77930], [4.20375, 2.06929, 1.48203], [2.71400, 2.70089, 0.97968], [2.67118, 0.69623, -0.83256], [-1.06535, 4.22352, -1.37434], [-1.80627, 4.22567, -0.76830], [-0.45936, 3.57822, -1.01024]],
  "mulliken_spin": [-0.001, 0.000, 0.000, 0.008, 0.000, -0.002, 0.000, 0.000, 0.000, 0.000, 0.000, 0.000, 0.000, 0.000, 0.001, 0.000, 0.000, -0.001, 0.000, 0.000, 0.000, 0.000, 0.000, 0.000, 0.000, 0.000, 0.000, 0.000, 0.000, 0.000, 0.000, 0.000, 0.000, 0.000, 0.000, 0.000, 0.000, 0.000, 0.000, 0.000, 0.000, 0.000, 0.000, 0.000, 0.000, 0.000, 0.000, 0.000, 0.000, 0.000, 0.000, 0.000, 0.000, 0.000, 0.000, 0.005, 0.002, 0.005, 0.035, 0.000, 0.000, 0.000, -0.003, -0.001, 0.000, 0.001, -0.001, 0.020, 0.025, 0.195, 0.672, 0.004, -0.002, 0.003, 0.009, 0.022, -0.003, 0.004, 0.002, 0.000, 0.000, 0.000, 0.000, 0.000, 0.000, 0.000, 0.000, 0.000, 0.000, 0.000, 0.000, 0.000, 0.000, 0.000]
}